Molecular formula: C5H6N2O
Method: DFT, wB97M-V/def2-TZVPD

Values from the calculation:
**Multiplicity**: 1
**Frontier orbital gap**: 0.2586 Ha
**Highest occupied orbital energy**: -7.07 eV
**Relative energy (zero: lowest compared OMol25 entry of this formula, charge and spin)**: 359.1 kJ/mol
**Structure (SMILES)**: NC1=CN=C/C1=C/O
**Molar mass**: 110.116 g mol⁻¹

Last column: natural (NBO) charge in e.
Positions of all 14 atoms, in Å:
N -0.038 1.892 -0.299  -0.794
C 0.512 0.680 -0.316  0.144
C 1.847 0.484 0.350  -0.157
N 2.109 -0.880 0.104  -0.420
C 1.094 -1.597 -0.174  -0.008
C -0.014 -0.647 -0.333  -0.202
C -1.376 -1.047 -0.093  0.270
O -2.325 -0.071 0.198  -0.705
H 0.639 2.755 -0.170  0.396
H -0.960 1.966 0.055  0.393
H 2.617 1.392 0.624  0.207
H 0.873 -2.566 -0.492  0.192
H -1.769 -2.007 -0.060  0.177
H -3.209 -0.353 0.607  0.506

***

Molecular formula: C3H3AuO2
Method: DFT, wB97M-V/def2-TZVPD

Values from the calculation:
**Multiplicity**: 4
**Frontier orbital gap (spin up / spin down)**: 0.2905 / 0.3109 Ha
**Highest occupied orbital energy (spin up / spin down)**: -12.20 / -16.77 eV
**Total charge**: +1
**Relative energy (zero: lowest compared OMol25 entry of this formula, charge and spin)**: 6.8 kJ/mol
**Molar mass**: 268.022 g mol⁻¹

Last column: natural (NBO) charge in e.
Positions of all 9 atoms, in Å:
O 0.890 -0.171 -0.714  -0.494
C -1.054 -0.584 0.693  0.152
C 0.808 1.210 -0.226  -0.060
C -0.033 0.186 0.309  0.326
H -1.661 -0.335 1.574  0.260
H 0.414 1.915 -0.964  0.257
H 1.705 1.531 0.310  0.264
O -1.144 -1.816 0.216  -0.450
Au 0.074 -1.936 -1.199  0.745

***

Molecular formula: C43H45BF4N3O3SSbSiTl
Method: DFT, wB97M-V/def2-TZVPD

Values from the calculation:
**Multiplicity**: 1
**Frontier orbital gap**: 0.2145 Ha
**Highest occupied orbital energy**: -3.91 eV
**Total charge**: -1
**Relative energy (zero: lowest compared OMol25 entry of this formula, charge and spin)**: 4.1 kJ/mol
**Molar mass**: 1124.951 g mol⁻¹

Last column: Löwdin charge in e.
Positions of all 103 atoms, in Å:
Tl 1.292 0.281 1.779  0.909
C -0.432 3.792 -1.227  -0.067
C -0.263 2.817 -0.229  -0.189
N 0.912 2.419 0.188  0.029
C 2.040 2.964 -0.325  -0.162
C 1.971 3.991 -1.301  -0.177
C 0.686 4.369 -1.754  -0.016
C 3.147 4.613 -1.771  -0.089
C 4.342 4.224 -1.225  -0.104
C 4.438 3.199 -0.278  -0.036
C 3.321 2.485 0.179  -0.222
N 3.313 1.476 1.074  -0.012
C 4.466 0.842 1.479  -0.248
C 5.556 0.557 0.676  -0.039
C 6.672 -0.149 1.153  -0.075
C 6.740 -0.602 2.440  -0.064
C 5.628 -0.399 3.289  -0.162
C 5.581 -0.900 4.608  -0.026
C 4.458 -0.736 5.366  -0.066
C 3.360 -0.069 4.791  -0.149
N 3.377 0.433 3.583  0.035
C 4.490 0.298 2.815  -0.168
H -1.425 4.069 -1.557  0.091
H -1.126 2.340 0.227  0.074
H 0.610 5.133 -2.520  0.113
H 3.083 5.391 -2.523  0.095
H 5.258 4.714 -1.540  0.097
H 5.415 2.953 0.108  0.093
H 5.520 0.833 -0.368  0.110
H 7.489 -0.347 0.468  0.101
H 7.602 -1.144 2.809  0.099
H 6.444 -1.431 4.995  0.110
H 4.390 -1.123 6.374  0.095
H 2.435 0.044 5.349  0.106
C -3.486 -2.124 5.476  -0.127
S -1.930 -1.608 4.810  0.490
O -1.334 -0.686 5.735  -0.293
O -1.238 -2.789 4.413  -0.266
O -2.339 -0.840 3.517  -0.341
H -3.245 -2.759 6.326  0.073
H -4.018 -2.695 4.719  0.076
H -4.060 -1.261 5.801  0.045
C -1.487 1.951 3.713  -0.157
Si -2.873 0.779 3.341  0.411
C -3.459 0.819 1.588  -0.149
C -4.286 1.093 4.522  -0.166
H -1.871 2.969 3.825  0.043
H -0.738 1.958 2.920  -0.036
H -0.994 1.662 4.642  0.036
H -3.763 1.831 1.306  0.044
H -4.308 0.151 1.422  0.047
H -2.653 0.506 0.919  -0.016
H -4.699 2.076 4.278  0.038
H -3.961 1.128 5.564  0.038
H -5.094 0.365 4.424  0.034
F 3.646 -0.789 -1.252  0.131
B 2.809 -1.663 -0.566  -1.295
F 1.461 -1.151 -0.653  -0.076
F 2.853 -2.944 -1.095  0.132
F 3.122 -1.677 0.815  0.056
C -1.596 -1.172 -4.982  -0.054
C -0.434 -0.290 -4.606  -0.302
C 0.348 0.253 -5.624  -0.066
C 1.446 1.056 -5.351  -0.089
C 1.795 1.321 -4.037  -0.071
C 1.023 0.792 -3.013  -0.124
C -0.097 0.000 -3.276  -0.316
Sb -1.138 -0.576 -1.489  1.590
C -3.181 -0.547 -2.254  -0.329
C -3.969 -1.694 -2.275  -0.130
C -5.301 -1.653 -2.668  -0.099
C -5.865 -0.448 -3.057  -0.103
C -5.089 0.703 -3.050  -0.068
C -3.756 0.670 -2.648  -0.318
C -2.937 1.935 -2.672  -0.072
C -0.927 -2.700 -1.553  -0.329
C -0.212 -3.323 -2.568  -0.116
C -0.008 -4.695 -2.555  -0.084
C -0.520 -5.453 -1.515  -0.090
C -1.219 -4.834 -0.488  -0.055
C -1.423 -3.458 -0.484  -0.312
C -2.124 -2.804 0.680  -0.075
H -1.463 -1.562 -5.993  0.076
H -2.540 -0.622 -4.954  0.079
H -1.700 -2.016 -4.300  0.055
H 0.096 0.024 -6.654  0.102
H 2.037 1.456 -6.166  0.096
H 2.663 1.924 -3.798  0.105
H 1.319 0.979 -1.988  0.073
H -3.535 -2.647 -1.987  0.090
H -5.892 -2.561 -2.672  0.095
H -6.900 -0.401 -3.372  0.093
H -5.522 1.646 -3.367  0.101
H -3.517 2.774 -3.059  0.079
H -2.043 1.823 -3.292  0.074
H -2.596 2.193 -1.666  0.043
H 0.223 -2.728 -3.363  0.098
H 0.571 -5.163 -3.341  0.100
H -0.359 -6.524 -1.488  0.095
H -1.593 -5.424 0.342  0.104
H -2.485 -3.549 1.389  0.078
H -2.981 -2.204 0.352  0.058
H -1.445 -2.142 1.222  0.061

***

Molecular formula: H4O2
Method: DFT, wB97M-V/def2-TZVPD

Values from the calculation:
**Multiplicity**: 1
**Frontier orbital gap**: 0.4476 Ha
**Highest occupied orbital energy**: -11.26 eV
**Relative energy (zero: lowest compared OMol25 entry of this formula, charge and spin)**: 18.9 kJ/mol
**Structure (SMILES)**: O.O
**Molar mass**: 36.030 g mol⁻¹

Last column: natural (NBO) charge in e.
Positions of all 6 atoms, in Å:
O -1.484 0.097 0.040  -0.964
H -0.722 0.282 -0.564  0.490
H -1.919 -0.686 -0.241  0.469
O 1.447 -0.058 -0.132  -0.934
H 1.492 0.865 0.251  0.468
H 1.186 -0.500 0.647  0.470

***

Molecular formula: C5H14N2
Method: DFT, wB97M-V/def2-TZVPD

Values from the calculation:
**Multiplicity**: 1
**Frontier orbital gap**: 0.3537 Ha
**Highest occupied orbital energy**: -8.49 eV
**Relative energy (zero: lowest compared OMol25 entry of this formula, charge and spin)**: 86.8 kJ/mol
**Structure (SMILES)**: CCCCNCN
**Molar mass**: 102.181 g mol⁻¹

Last column: natural (NBO) charge in e.
Positions of all 21 atoms, in Å:
C 0.118 2.224 -0.623  -0.618
C 1.263 1.364 -1.247  -0.395
C 0.850 -0.028 -1.733  -0.410
C 0.504 -1.036 -0.639  -0.210
N -0.693 -0.778 0.148  -0.664
C -0.637 -0.487 1.580  -0.054
N -1.347 -1.442 2.404  -0.837
H 0.182 2.047 0.446  0.208
H -0.884 2.045 -0.998  0.198
H 0.380 3.248 -0.868  0.211
H 2.063 1.257 -0.503  0.192
H 1.761 1.956 -2.020  0.202
H 0.023 0.135 -2.434  0.192
H 1.658 -0.479 -2.317  0.210
H 1.376 -1.102 0.026  0.178
H 0.388 -2.015 -1.124  0.181
H -1.271 -0.133 -0.359  0.359
H 0.399 -0.413 1.908  0.174
H -1.086 0.507 1.691  0.169
H -0.796 -2.278 2.419  0.350
H -2.285 -1.679 2.081  0.362

***

Molecular formula: C32H44BN10NaO2S3
Method: DFT, wB97M-V/def2-TZVPD

Values from the calculation:
**Multiplicity**: 1
**Frontier orbital gap**: 0.2661 Ha
**Highest occupied orbital energy**: -7.72 eV
**Relative energy (zero: lowest compared OMol25 entry of this formula, charge and spin)**: 0.0 kJ/mol
**Molar mass**: 730.775 g mol⁻¹

Last column: Löwdin charge in e.
Positions of all 93 atoms, in Å:
Na 1.767 2.150 3.441  0.114
C -1.608 4.176 1.847  -0.058
C -1.274 3.133 0.838  -0.235
C -1.316 3.368 -0.499  0.069
C -0.978 2.342 -1.413  -0.196
N -0.589 1.170 -0.993  0.183
N -0.514 0.934 0.326  0.004
B 0.117 -0.436 0.736  -0.808
N 0.974 -0.924 -0.562  0.015
N 0.733 -1.407 -1.778  0.202
C 1.771 -1.477 -2.578  -0.202
C 3.068 -1.022 -2.189  0.073
C 3.306 -0.526 -0.943  -0.205
C 4.593 -0.001 -0.410  -0.017
C 2.157 -0.525 -0.121  -0.471
S 1.879 -0.113 1.520  1.044
C 1.584 -2.094 -3.960  -0.550
C 2.385 -3.403 -3.995  -0.039
C 2.100 -1.145 -5.049  -0.039
C 0.116 -2.397 -4.244  -0.056
N -0.866 -1.430 1.306  0.016
N -1.810 -1.520 0.329  0.179
C -2.887 -2.210 0.531  -0.202
C -3.100 -2.858 1.780  0.058
C -2.168 -2.787 2.757  -0.253
C -2.378 -3.433 4.084  -0.086
C -0.930 -2.061 2.515  -0.691
S 0.270 -2.021 3.676  0.651
C -3.862 -2.263 -0.641  -0.544
C -5.159 -2.974 -0.266  -0.065
C -3.174 -3.012 -1.787  -0.040
C -4.180 -0.831 -1.081  -0.042
C -0.871 1.824 1.277  -0.623
S -0.828 1.383 2.905  0.743
C -0.981 2.518 -2.931  -0.541
C -1.532 3.882 -3.337  -0.063
C -1.843 1.419 -3.562  -0.045
C 0.464 2.385 -3.426  -0.038
H -1.874 5.112 1.356  0.084
H -0.763 4.348 2.516  0.082
H -2.433 3.847 2.480  0.082
H -1.602 4.348 -0.860  0.116
H 3.873 -1.088 -2.910  0.124
H 5.374 -0.004 -1.169  0.087
H 4.927 -0.596 0.443  0.097
H 4.454 1.021 -0.045  0.099
H 3.450 -3.236 -3.814  0.081
H 2.285 -3.879 -4.973  0.089
H 2.020 -4.102 -3.239  0.094
H 3.168 -0.936 -4.968  0.079
H 1.565 -0.193 -5.029  0.079
H 1.937 -1.601 -6.027  0.090
H -0.314 -3.067 -3.503  0.073
H 0.037 -2.870 -5.226  0.090
H -0.484 -1.487 -4.257  0.072
H -4.024 -3.393 1.953  0.112
H -3.359 -3.906 4.127  0.080
H -2.286 -2.694 4.881  0.076
H -1.606 -4.179 4.275  0.074
H -4.996 -4.016 0.020  0.085
H -5.828 -2.976 -1.129  0.088
H -5.680 -2.470 0.552  0.090
H -2.953 -4.045 -1.505  0.091
H -2.235 -2.522 -2.042  0.061
H -3.818 -3.030 -2.671  0.088
H -4.687 -0.283 -0.283  0.092
H -4.835 -0.843 -1.956  0.088
H -3.268 -0.295 -1.335  0.057
H -2.542 4.044 -2.952  0.089
H -1.580 3.943 -4.425  0.089
H -0.895 4.699 -2.990  0.088
H -2.891 1.521 -3.269  0.086
H -1.503 0.432 -3.250  0.058
H -1.788 1.483 -4.652  0.088
H 1.110 3.145 -2.981  0.094
H 0.502 2.500 -4.514  0.088
H 0.863 1.403 -3.168  0.062
O 2.731 3.360 1.980  -0.216
N 3.910 3.592 2.380  -0.039
C 4.050 3.956 3.654  -0.326
C 2.940 4.096 4.536  -0.201
N 2.002 4.148 5.206  0.188
C 5.378 4.173 4.121  -0.208
N 6.451 4.349 4.500  0.132
C 1.469 0.633 6.650  0.014
C 2.612 0.236 5.757  -0.559
N 3.297 -0.879 6.083  0.186
O 2.895 0.885 4.754  -0.025
H 1.569 0.249 7.664  0.082
H 0.555 0.225 6.210  0.084
H 1.400 1.719 6.668  0.078
H 3.007 -1.461 6.846  0.107
H 3.977 -1.225 5.428  0.118